A molecular structure, C20H30N12O4STi. Source: OMol25; level of theory: ωB97M-V/def2-TZVPD.

Calculated values
Largest force on an atom   0.74 eV/Å
Energy above the lowest of the compared OMol25 structures with the same formula, charge and spin   42.6 kcal per mole
LUMO (alpha / beta)   -0.056 / -0.062 eV
Multiplicity   3
E   -81252.1342 eV
Gap between HOMO and LUMO (alpha / beta)   6.1982 / 7.2466 eV

```
68
Properties=species:S:1:pos:R:3:lowdin_spin:R:1
Ti -0.1006 0.0561 -0.0846 1.32
O -1.4597 -3.2150 2.6445 0.00
C -0.8623 -2.7296 3.7555 0.00
C -0.9797 -3.4843 4.9242 0.00
C -0.3683 -3.0652 6.0888 0.00
C 0.3732 -1.8859 6.1130 0.00
C 0.4885 -1.1403 4.9549 0.00
C -0.1248 -1.5382 3.7655 0.00
C 0.0914 -0.7461 2.5209 0.03
O -0.4601 -1.2214 1.4146 0.01
N 0.8679 0.2840 2.5529 0.06
N 1.3596 0.6211 1.2700 0.18
C 1.1589 1.8315 0.7042 0.19
C 0.1523 2.8341 1.1267 0.02
C 0.4925 4.1496 1.4127 0.02
C -0.4778 5.1011 1.7115 0.00
C -1.8138 4.7119 1.7391 0.02
C -2.1807 3.4068 1.4423 0.00
C -1.2116 2.4628 1.0943 0.02
O -1.5579 1.2574 0.6466 0.02
H -1.2216 -2.5823 1.9237 0.00
H -1.5534 -4.4005 4.8841 0.00
H -0.4657 -3.6611 6.9876 0.00
H 0.8536 -1.5550 7.0237 0.00
H 1.0569 -0.2200 4.9374 0.00
H 1.9631 2.1516 0.0440 0.02
H 1.5411 4.4283 1.4052 0.00
H -0.1960 6.1186 1.9468 0.00
H -2.5805 5.4337 1.9931 0.00
H -3.2189 3.1004 1.4443 0.00
N -0.7519 1.8936 -2.1670 0.01
N -0.4222 3.2437 -2.0300 0.00
C 0.8351 3.6699 -2.2692 0.00
N 1.0636 4.9403 -1.8448 0.00
S 2.0135 2.7958 -3.0804 0.00
H -1.2792 1.7255 -3.0158 0.00
H -1.3369 1.6230 -1.3795 0.00
H -1.0183 3.7985 -1.4315 0.00
H 0.5128 5.3157 -1.0866 0.00
H 2.0138 5.2561 -1.9244 0.00
C -3.6483 -2.9015 -1.5040 0.00
N -2.3636 -2.9925 -2.1808 0.00
C -2.2629 -3.9266 -3.2944 0.00
C -1.4267 -2.0346 -1.9504 0.01
N -1.6147 -0.9542 -1.2712 0.01
N -0.1910 -2.3187 -2.5222 0.00
C 1.0155 -1.6166 -2.4019 0.00
N 2.0079 -2.2061 -3.1307 0.00
N 1.1487 -0.5638 -1.6962 0.02
H -4.0774 -3.8991 -1.4486 0.00
H -4.3460 -2.2409 -2.0279 0.00
H -3.5127 -2.5485 -0.4827 0.00
H -3.2648 -4.2644 -3.5455 0.00
H -1.6678 -4.8098 -3.0443 0.00
H -1.8447 -3.4442 -4.1791 0.00
H -2.5737 -0.8084 -0.9793 0.00
H -0.0591 -3.2781 -2.7952 0.00
H 1.7679 -2.7758 -3.9222 0.00
H 2.8809 -1.7129 -3.2017 0.00
H 2.0901 -0.1881 -1.7309 0.00
N 2.3486 -3.6889 2.3243 0.00
C 2.5407 -2.6070 1.4938 0.00
N 3.3639 -1.6151 1.9620 0.00
O 2.0176 -2.5482 0.3898 0.00
H 2.4124 -3.5458 3.3190 0.00
H 1.5813 -4.2704 2.0289 0.00
H 3.5047 -1.5786 2.9592 0.00
H 3.0958 -0.7216 1.5615 0.00
```